DFT (ωB97M-V/def2-TZVPD) results for a molecular structure, C38H41CaN8O10S2.

Structure (XYZ):
```
100
Properties=species:S:1:pos:R:3:forces:R:3
Ca 0.826 0.751 1.000 0.8 -0.9 -0.4
S -1.983 -0.042 -3.148 0.1 -0.1 0.1
S -0.378 -2.545 -1.777 -0.3 0.0 -0.3
O 1.610 2.290 2.029 1.1 2.5 1.2
O 1.016 4.446 1.880 0.0 -0.3 0.2
O -0.124 2.619 -0.242 -0.1 0.1 -0.6
O 2.167 -1.114 0.652 0.3 -0.6 -0.7
O -0.767 3.296 -2.236 0.0 0.0 0.1
O -2.835 0.249 2.494 0.5 0.4 0.1
O -1.090 0.130 1.101 -2.4 -0.7 0.6
O 3.030 7.225 -1.571 0.2 -0.2 0.0
O 4.834 6.584 -2.566 -0.2 -0.1 0.2
O 2.821 -2.534 -0.954 0.0 0.2 -0.2
N 1.347 0.644 -1.201 0.3 -0.3 -1.2
N 0.603 -0.361 3.085 -0.2 0.0 0.7
N -1.739 3.451 2.182 -0.1 -0.3 0.3
N -2.263 -3.940 -3.006 0.0 0.3 0.0
N -2.734 -1.914 -4.856 0.2 -0.2 0.1
N -2.621 2.651 4.155 0.0 0.0 0.0
N -0.813 4.110 4.178 0.5 0.1 0.0
N 3.902 6.411 -1.804 0.0 0.2 -0.1
C -2.070 -0.748 -6.933 0.0 -0.1 0.0
C -3.112 -0.909 -5.845 0.1 0.0 -0.1
C 4.704 4.103 -1.478 0.1 0.1 -0.1
C 4.616 2.877 -0.842 0.0 -0.1 0.1
C -2.904 -3.312 -5.242 0.1 0.0 0.0
C 2.126 0.475 -3.822 0.0 0.0 -0.1
C 0.940 1.560 -2.070 0.0 -0.1 0.0
C 1.339 1.536 -3.394 0.0 0.0 -0.1
C -1.277 1.332 5.789 0.0 -0.1 -0.1
C -0.601 0.426 3.435 -0.2 -0.3 0.0
C -2.467 -0.637 -8.261 0.0 0.0 0.0
C 0.119 -7.940 -4.838 0.0 0.0 0.0
C 1.716 3.476 1.557 0.1 0.2 0.4
C -3.301 -4.091 -4.021 0.0 0.1 0.1
C -0.174 -0.423 -8.959 0.0 0.0 0.0
C 0.119 -5.913 -3.540 0.0 0.0 0.0
C -0.023 2.541 -1.446 0.0 0.1 0.0
C -1.525 -0.471 -9.269 0.0 0.0 0.0
C 2.463 -0.533 -2.935 0.1 -0.1 0.0
C 0.774 -6.804 -4.377 0.0 0.0 0.0
C 2.777 3.691 0.497 0.0 -0.1 0.1
C -1.201 -6.150 -3.157 0.0 0.0 0.0
C -1.205 0.134 4.823 -0.1 0.2 0.1
C -1.193 -8.182 -4.459 0.0 0.0 0.0
C 2.345 -1.382 -0.524 0.3 0.0 0.2
C -0.713 -0.694 -6.626 0.1 0.0 0.0
C -1.714 3.389 3.518 -0.2 0.1 -0.6
C -1.915 -5.159 -2.265 0.1 -0.1 -0.2
C 2.865 4.923 -0.133 0.0 0.2 -0.1
C -1.620 0.238 2.254 -0.7 -0.1 0.0
C 3.820 5.105 -1.115 0.0 -0.1 0.1
C -2.455 2.282 5.554 0.2 -0.2 0.0
C -1.650 -2.760 -2.829 0.2 -0.5 0.2
C 3.656 2.672 0.140 0.0 0.1 0.0
C -1.850 -7.288 -3.623 0.0 0.0 0.0
C 2.057 -0.392 -1.618 0.0 0.1 -0.1
C 0.229 -0.536 -7.633 0.0 0.0 0.0
C -2.152 -1.599 -3.688 -0.2 0.4 -0.1
H 2.448 0.427 -4.855 0.0 0.0 0.0
H -0.599 -0.632 5.308 0.0 -0.1 0.0
H -3.686 -3.371 -5.996 0.0 0.0 0.0
H 1.802 -6.618 -4.666 0.0 0.0 0.0
H -0.958 3.876 1.702 0.2 0.2 0.0
H -3.387 -5.145 -4.268 0.0 -0.1 0.0
H -1.982 -3.714 -5.670 0.0 0.0 0.0
H 2.928 -3.140 -0.209 0.0 -0.1 0.2
H -0.268 1.469 3.394 0.0 -0.1 0.0
H -0.713 3.038 -3.165 0.0 -0.1 0.0
H -4.061 -1.210 -6.289 0.0 0.0 0.0
H -2.872 -7.489 -3.315 0.0 0.0 0.0
H 0.037 4.388 3.680 -0.3 0.1 -0.2
H 0.561 -0.299 -9.744 0.0 0.0 0.0
H -2.344 3.185 6.156 -0.1 0.0 0.1
H 1.285 -0.505 -7.389 -0.1 0.0 0.0
H -3.262 0.027 -5.318 0.0 0.1 0.1
H -3.072 1.946 3.576 -0.1 -0.1 -0.1
H -3.522 -0.676 -8.513 0.1 0.0 0.0
H -1.286 -4.868 -1.435 0.0 0.1 0.1
H -1.849 -0.385 -10.299 0.0 0.0 0.0
H -2.203 -0.280 4.679 0.0 -0.1 0.1
H -2.267 2.755 1.675 -0.1 0.0 0.0
H 2.202 5.728 0.148 0.0 0.0 0.0
H 3.603 1.727 0.668 0.0 0.0 0.0
H -4.261 -3.737 -3.637 0.0 0.0 0.0
H -0.337 1.891 5.747 0.0 -0.1 0.0
H -1.374 0.951 6.807 0.1 0.1 0.0
H 0.633 -8.639 -5.487 0.0 0.0 0.0
H 5.446 4.297 -2.239 0.0 0.0 0.0
H 1.334 -0.203 3.769 0.0 0.0 0.1
H -1.706 -9.068 -4.812 0.0 0.0 0.0
H 0.383 -1.349 3.088 0.0 -0.1 0.0
H -0.389 -0.780 -5.593 0.0 0.0 0.0
H -2.837 -5.593 -1.874 0.0 0.0 0.0
H 1.057 2.314 -4.093 0.0 0.0 0.0
H -3.379 1.803 5.870 -0.1 0.0 -0.1
H 3.016 -1.409 -3.246 0.0 0.1 0.0
H 0.629 -5.030 -3.170 0.0 0.0 0.0
H -0.787 4.075 5.180 0.0 0.0 0.0
H 5.311 2.086 -1.097 0.0 0.0 0.0
```
Forces are in eV/Å.

The value obtained for the relative energy (zero: lowest compared OMol25 entry of this formula, charge and spin) is 149.1 kJ/mol. Its total charge is +1. The multiplicity is 1. The highest occupied orbital energy comes out at -10.27 eV.



DFT (ωB97M-V/def2-TZVPD) results for a molecular structure, C38H41HgN3O2PS.

Structure (XYZ):
```
87
Properties=species:S:1:pos:R:3:forces:R:3
Hg 2.153 1.041 -0.276 -0.1 0.1 -0.7
S 1.750 3.360 0.283 0.2 -0.2 0.2
P 0.243 0.603 -2.353 -0.1 -0.1 0.2
O 0.771 1.153 3.164 -0.2 -0.2 0.5
O 3.937 -1.323 -0.724 0.1 0.1 0.1
N 3.550 -3.310 1.416 0.0 -0.1 0.0
N -0.770 3.054 -0.684 0.0 0.0 0.0
N 2.865 -0.931 2.670 -0.1 0.1 0.1
C -2.598 -1.889 4.546 0.0 0.0 0.0
C -0.649 -1.361 6.013 0.0 0.0 0.0
C 2.164 -2.731 1.265 0.0 0.0 0.0
C 0.960 -2.896 -4.366 0.0 0.0 0.0
C -3.633 -0.487 -1.825 0.0 0.0 0.0
C -2.276 -0.257 -1.672 0.0 0.0 0.0
C 2.551 2.574 -5.085 0.0 0.0 0.0
C -2.186 0.726 -3.856 0.0 0.0 0.0
C -1.474 -1.110 4.775 0.0 0.1 0.0
C 0.990 -0.950 -2.909 -0.1 -0.1 -0.1
C 0.807 1.808 -3.597 0.0 0.0 0.0
C 1.816 -1.902 2.482 0.0 0.0 0.0
C 2.028 1.605 -4.241 0.0 0.0 0.0
C -1.603 1.137 1.668 0.0 0.0 -0.1
C 0.098 0.666 4.053 0.2 0.1 -0.3
C 4.112 -1.547 3.049 0.0 0.1 0.0
C 0.030 3.725 0.139 0.0 0.0 0.0
C 0.413 -1.697 -3.929 0.0 0.0 0.0
C -3.042 -0.709 2.516 0.0 0.0 0.0
C 4.610 -2.326 1.851 0.0 0.1 0.0
C -1.125 -0.128 3.833 0.0 0.0 0.0
C -1.770 5.165 0.808 0.0 0.0 0.0
C 1.861 3.756 -5.304 0.0 0.0 0.0
C 2.179 -1.407 -2.265 -0.1 0.0 0.0
C -3.549 0.509 -4.006 0.0 0.0 0.0
C -4.631 -2.526 3.203 0.0 0.0 0.0
C -0.446 4.799 0.909 0.0 0.0 0.0
C -1.533 0.350 -2.684 0.0 0.1 -0.1
C -3.396 -1.699 3.424 0.0 0.0 0.0
C -4.276 -0.096 -2.992 0.0 0.0 0.0
C -1.914 0.081 2.688 0.0 0.0 0.0
C 0.129 3.009 -3.811 0.1 0.0 0.0
C -2.606 4.458 -0.050 0.0 0.0 0.0
C 2.727 -2.630 -2.751 0.1 0.0 0.0
C -2.050 3.416 -0.767 0.0 0.0 0.0
C 0.647 3.969 -4.665 0.0 0.0 0.0
C 2.893 -0.754 -1.191 0.1 0.0 0.2
C 2.135 -3.348 -3.763 0.0 0.0 0.0
H -0.804 3.198 -3.302 -0.1 0.0 0.0
H 2.267 4.510 -5.966 0.0 0.0 0.0
H -0.741 0.872 1.051 0.0 0.0 0.0
H -2.456 1.282 1.008 0.0 0.0 0.0
H 5.512 -2.904 2.050 0.0 0.0 0.0
H -5.528 -1.930 3.381 0.0 0.0 0.0
H -2.657 2.830 -1.452 0.0 0.0 0.0
H -2.860 -2.662 5.261 0.0 0.0 0.0
H 0.871 -1.399 2.278 0.0 0.0 0.0
H 1.666 -2.549 3.369 0.0 0.0 0.0
H -1.626 1.193 -4.656 0.0 0.0 0.0
H 0.491 -3.455 -5.164 0.0 0.0 0.0
H 2.595 -4.269 -4.101 0.0 0.0 0.0
H 0.406 -1.513 5.782 0.0 0.0 0.0
H -3.652 4.708 -0.160 0.0 0.0 0.0
H 0.104 4.892 -4.824 0.0 0.0 0.0
H 1.486 -3.567 1.098 0.0 0.0 0.0
H -1.353 2.093 2.130 0.0 0.0 0.0
H 0.232 5.317 1.572 0.0 0.0 0.0
H 2.204 -2.092 0.388 0.0 -0.1 0.0
H -4.194 -0.965 -1.031 0.0 0.0 0.0
H -4.041 0.810 -4.922 0.0 0.0 0.0
H 3.500 2.400 -5.575 0.0 0.0 0.0
H -5.339 -0.264 -3.110 0.0 0.0 0.0
H -2.152 5.991 1.395 0.0 0.0 0.0
H -0.495 -1.332 -4.394 0.0 0.0 0.0
H -4.680 -2.889 2.175 0.0 0.0 0.0
H -4.660 -3.385 3.873 0.0 0.0 0.0
H 4.724 -1.652 0.998 0.1 -0.1 0.0
H 2.594 -0.124 3.212 0.0 0.0 0.0
H 0.405 0.797 5.107 0.0 0.0 0.0
H 2.571 0.681 -4.082 0.0 0.0 0.0
H 3.515 -4.079 2.088 0.0 0.0 -0.1
H 4.854 -0.779 3.267 0.0 0.0 0.0
H 3.658 -2.964 -2.311 0.0 0.0 0.0
H -3.664 -0.543 1.643 0.0 0.0 0.0
H -1.007 -2.251 6.527 0.0 0.0 0.0
H -0.713 -0.527 6.715 0.0 0.0 0.0
H 4.025 -2.193 3.942 0.0 0.0 0.0
H -1.777 -0.551 -0.755 0.0 0.0 0.0
H 3.825 -3.683 0.504 0.0 0.1 0.0
```
Forces are in eV/Å.

The multiplicity is 2. The highest occupied orbital energy (spin up / spin down) comes out at -4.56 / -6.49 eV.



DFT (ωB97M-V/def2-TZVPD) results for a molecular structure, C38H41NO4P3S2TcTe.

Structure (XYZ):
```
91
Properties=species:S:1:pos:R:3:forces:R:3
Te 2.516 2.568 -0.878 0.2 0.4 0.5
Tc -0.180 0.144 -0.314 0.4 0.3 -0.2
S -1.724 1.067 -1.906 -0.3 0.0 0.0
S -3.008 2.215 1.009 -0.4 -0.4 -0.6
P 1.679 0.024 1.130 1.1 0.4 0.9
P -3.131 0.827 -0.459 -0.6 0.8 0.9
P -0.467 2.127 1.018 0.6 0.7 0.7
O 0.087 -1.664 -1.078 0.0 0.0 0.2
O -2.860 -0.576 0.227 0.2 -0.2 -0.5
O -4.589 0.728 -1.016 0.2 0.1 0.0
O -1.767 -2.099 -2.273 0.2 0.0 0.4
N 5.064 5.187 2.407 0.2 0.1 0.2
C 2.976 4.611 1.399 -0.1 0.0 0.0
C 5.679 4.384 1.548 -0.1 0.0 -0.1
C 2.427 0.139 3.878 -0.1 0.0 -0.1
C 1.287 1.712 0.660 -0.6 -0.9 -0.8
C 3.420 -1.118 -0.668 -0.1 0.0 0.1
C -5.352 1.609 -1.921 -0.2 0.1 -0.4
C 4.661 -1.355 -1.237 0.0 0.0 0.0
C 1.162 -2.306 4.350 0.0 0.0 0.1
C -1.254 0.849 4.803 0.0 0.0 0.1
C -4.608 -0.845 1.949 0.2 0.0 -0.1
C 1.893 -1.687 5.355 -0.1 -0.1 0.0
C -1.258 0.990 3.425 0.0 0.0 0.0
C 3.621 3.740 0.534 -0.2 -0.2 -0.3
C 0.293 2.681 4.989 0.1 0.0 0.1
C 4.473 0.121 1.121 0.0 0.0 0.0
C -5.373 0.936 -3.280 0.0 -0.1 0.2
C -0.585 5.558 -1.204 0.0 0.0 0.0
C 3.744 5.303 2.326 0.0 -0.1 -0.1
C 5.803 -0.856 -0.627 0.0 -0.1 -0.1
C -0.479 4.227 -0.830 -0.1 0.1 0.1
C 1.706 -0.484 2.867 -0.3 -0.2 -0.2
C 2.517 -0.471 5.119 0.1 0.1 0.1
C 3.326 -0.371 0.504 -0.3 -0.2 -0.3
C -0.491 1.703 5.586 0.0 0.0 0.0
C -4.723 -2.186 -0.183 0.2 0.2 0.0
C -0.220 -3.872 -1.899 0.1 0.1 0.1
C 0.313 2.807 3.611 0.0 0.0 -0.1
C -0.918 6.181 1.090 0.0 0.0 0.0
C 1.069 -1.706 3.106 0.0 0.1 -0.1
C -0.578 3.870 0.514 -0.1 -0.1 -0.2
C 5.709 -0.125 0.550 0.0 0.0 0.1
C -0.838 4.850 1.468 0.0 -0.1 0.0
C 5.003 3.633 0.593 0.0 -0.1 0.0
C -4.837 3.035 -1.993 0.2 -0.2 0.2
C -0.724 -2.457 -1.771 -0.5 -0.2 -0.7
C -0.486 1.980 2.824 -0.2 -0.1 0.0
C -3.821 -1.520 0.840 -0.2 -0.1 0.3
C -0.782 6.538 -0.244 0.0 0.0 0.0
H 0.943 3.549 3.137 0.1 0.0 0.1
H -1.099 6.940 1.839 0.0 0.0 0.0
H 0.892 3.344 5.600 0.0 0.0 0.0
H 4.403 0.702 2.031 0.0 0.0 0.0
H -0.504 1.601 6.663 0.0 0.0 0.0
H 2.515 -1.504 -1.125 0.1 0.0 -0.1
H -5.782 -0.071 -3.207 0.0 0.0 0.0
H -0.370 3.472 -1.590 0.1 0.0 0.0
H 1.975 -2.162 6.323 0.0 0.0 0.0
H 1.906 4.767 1.340 0.0 0.0 0.0
H -1.852 0.079 5.273 0.0 0.0 0.0
H -3.145 -2.262 1.268 0.0 0.0 -0.1
H 6.759 4.326 1.631 0.0 0.0 0.0
H -4.734 3.473 -1.003 0.0 0.1 0.0
H -5.125 -3.101 0.255 0.0 0.0 0.0
H 0.674 -3.253 4.540 0.0 0.0 0.0
H -1.002 4.573 2.502 0.0 0.1 0.0
H 6.774 -1.051 -1.065 0.0 0.0 0.0
H -6.350 1.602 -1.483 0.1 0.0 0.1
H -4.360 0.870 -3.680 0.0 0.0 0.0
H 0.515 -2.174 2.300 0.0 -0.1 0.1
H 0.863 -3.889 -2.007 0.0 0.0 0.0
H 3.282 5.987 3.030 0.0 0.0 0.0
H 6.605 0.251 1.026 0.0 0.0 0.0
H -3.870 3.072 -2.496 0.0 0.0 0.0
H -0.854 7.577 -0.535 0.0 0.0 0.0
H -1.872 0.340 2.812 0.0 0.0 0.0
H 3.083 0.007 5.909 0.0 0.0 0.0
H -5.553 -1.536 -0.452 0.0 0.0 0.0
H 4.737 -1.928 -2.151 0.0 0.0 0.0
H -0.478 -4.408 -0.984 0.0 0.0 0.0
H -0.699 -4.358 -2.744 0.0 0.0 0.0
H -5.544 3.638 -2.561 0.0 -0.1 0.0
H -3.951 -0.357 2.669 -0.1 0.0 0.0
H 5.540 2.978 -0.080 0.0 0.0 0.1
H -0.522 5.822 -2.252 0.0 0.0 0.0
H -5.204 -1.596 2.467 0.0 0.0 0.0
H -4.168 -2.440 -1.082 0.1 -0.1 -0.1
H 2.906 1.094 3.702 0.0 0.0 0.0
H -5.284 -0.099 1.532 0.0 0.0 0.0
H -5.990 1.516 -3.966 0.0 0.0 0.0
```
Forces are in eV/Å.

The value obtained for the relative energy (zero: lowest compared OMol25 entry of this formula, charge and spin) is 248.3 kJ/mol. Its total charge is +1. The multiplicity is 4. The highest occupied orbital energy (spin up / spin down) comes out at -10.44 / -10.43 eV.